No. 1
Computed, not measured: a 2-piece molecular cluster, C3H6O3S overall, with ωB97M-V with the def2-TZVPD basis set.

Geometry (Å):
O 1.230 -1.557 -0.816
C 0.177 -0.903 -1.038
O -0.412 -0.812 -2.064
C -0.370 -0.008 0.139
C -1.620 0.865 -0.166
S -1.585 2.237 1.162
H 0.579 0.578 0.448
H -0.705 -0.685 0.933
H -1.363 1.355 -1.064
H -2.543 0.242 -0.153
H 1.871 0.058 1.287
H 2.067 -0.978 0.316
O 2.675 -0.393 1.015

highest occupied orbital energy: 0.62 eV
gap between HOMO and LUMO: 5.66 eV
multiplicity: 1
net charge: -2
LUMO: 6.28 eV
energy above the lowest of the compared OMol25 structures with the same formula, charge and spin: 0.9990 eV

***

No. 2
Computed, not measured: a single C4H5FN2S molecule, with ωB97M-V with the def2-TZVPD basis set.

Geometry (Å):
C -1.122 2.081 -0.337
C -0.616 0.888 0.049
C -0.940 -0.063 1.165
C 0.756 -0.913 -0.169
H -0.810 2.664 -1.202
H -0.750 0.411 2.130
H -1.998 -0.387 1.157
H -0.054 -2.083 1.300
H 0.920 0.676 -1.443
N -0.060 -1.134 0.869
N 0.410 0.303 -0.679
F -2.151 2.560 0.394
S 1.946 -1.904 -0.692

highest occupied orbital energy: -8.36 eV
gap between HOMO and LUMO: 9.04 eV
multiplicity: 1
SMILES: F/C=C1\CNC(=S)N1
net charge: 0
LUMO: 0.68 eV
energy above the lowest of the compared OMol25 structures with the same formula, charge and spin: 0.4502 eV

***

No. 3
Computed, not measured: C17H25ClOTc as an isolated structure, with ωB97M-V with the def2-TZVPD basis set.

Geometry (Å):
C 0.219 0.832 -4.939
C 1.594 1.341 -4.954
C -0.025 -0.576 -5.270
C -0.903 1.775 -4.973
Cl 0.196 0.878 -1.598
H -0.042 -0.735 -6.363
H -0.991 -0.919 -4.879
H 0.760 -1.226 -4.862
H 1.919 1.585 -5.980
H 2.299 0.598 -4.561
H 1.691 2.255 -4.357
H -1.117 2.105 -6.005
H -0.692 2.674 -4.382
H -1.821 1.317 -4.584
C 1.901 -1.209 1.955
C 0.756 -1.854 1.368
C 0.892 -1.745 -0.093
H 0.129 -2.567 1.892
C 2.130 -1.006 -0.330
C 2.723 -0.725 0.917
H 3.711 -0.296 1.070
H 2.148 -1.253 3.009
H 0.365 -2.362 -0.812
H 2.558 -0.791 -1.304
C -2.129 0.659 1.531
C -1.856 -0.672 1.986
C -1.870 -1.546 0.850
H -1.775 -0.974 3.022
C -2.106 -0.755 -0.323
C -2.271 0.616 0.105
H -2.472 1.470 -0.529
H -2.215 1.531 2.164
H -1.779 -2.622 0.888
H -2.223 -1.139 -1.325
Tc -0.244 -0.148 0.544
C 0.010 -0.734 5.076
C 0.204 0.633 4.489
C 0.022 1.766 5.463
O 0.502 0.857 3.309
H -0.940 -0.760 5.628
H 0.823 -0.935 5.787
H 0.012 -1.499 4.301
H 0.817 2.500 5.312
H -0.941 2.252 5.262
H 0.029 1.403 6.494

highest occupied orbital energy (spin up / spin down): -13.54 / -15.15 eV
gap between HOMO and LUMO (spin up / spin down): 5.56 / 7.15 eV
multiplicity: 4
net charge: +2
LUMO (spin up / spin down): -7.98 / -8.01 eV

***

No. 4
Computed, not measured: an isolated ion of composition C5H10FN3O and charge +2, with ωB97M-V with the def2-TZVPD basis set.

Geometry (Å):
C -1.942 -1.449 0.310
C -2.260 -0.145 0.054
C -1.037 1.013 0.069
C 0.430 -1.028 -0.337
C 1.300 1.286 -0.113
N 0.153 0.428 -0.152
N -1.204 2.269 0.253
N -0.561 -1.835 0.596
O 0.032 -1.198 -1.589
F -3.413 0.332 -0.363
H -2.683 -2.219 0.172
H 1.414 -1.284 -0.072
H 2.088 0.841 -0.730
H 1.104 2.346 -0.516
H 1.856 1.349 0.917
H -2.106 2.614 0.303
H -0.514 3.020 0.112
H -0.294 -1.619 1.568
H -0.455 -2.812 0.487
H 0.453 -2.043 -1.986

highest occupied orbital energy: -19.07 eV
gap between HOMO and LUMO: 10.44 eV
multiplicity: 1
SMILES: CN1C(=[NH2+])C(F)=C[NH2+][C@H]1O
net charge: +2
LUMO: -8.63 eV
energy above the lowest of the compared OMol25 structures with the same formula, charge and spin: 0.0000 eV

***

No. 5
Computed, not measured: a 6-piece molecular cluster, C30H60Br2N2O17PS5 overall, with ωB97M-V with the def2-TZVPD basis set.

Geometry (Å):
C -0.569 4.878 4.900
C 0.129 5.455 3.696
O 0.759 6.443 3.792
N -0.011 4.842 2.371
C -1.436 4.932 1.969
C 0.477 3.500 2.236
Br 2.198 3.338 3.246
C -0.261 2.328 2.833
N -0.063 1.263 2.163
C -0.620 -0.048 2.572
C -1.263 -0.754 1.422
C -2.286 -0.126 0.706
C -2.909 -0.784 -0.346
C -2.530 -2.076 -0.684
C -1.503 -2.703 0.017
C -0.858 -2.052 1.076
C 0.240 -2.778 1.814
C 0.767 1.491 0.988
C 0.654 3.012 0.818
P 1.892 3.799 -0.354
O 2.754 4.847 0.527
Br 0.489 5.186 -1.342
H -0.080 3.965 5.222
H -1.614 4.654 4.693
H -0.546 5.618 5.683
H -1.578 4.638 0.938
H -1.745 5.965 2.047
H -2.097 4.358 2.620
H -0.870 2.399 3.717
H 0.162 -0.619 3.053
H -1.367 0.163 3.332
H -2.582 0.871 1.005
H -3.703 -0.292 -0.874
H -3.026 -2.609 -1.477
H -1.215 -3.704 -0.252
H 1.155 -2.198 1.716
H 0.011 -2.914 2.866
H 0.453 -3.722 1.336
H 1.795 1.163 1.098
H 0.373 1.039 0.086
H -0.292 3.182 0.304
H 3.591 4.430 0.766
O 3.632 -2.943 0.998
S 4.076 -3.750 -0.103
O 3.485 -5.030 -0.340
O 5.648 -3.883 -0.038
C 6.245 -4.393 1.185
C 6.047 -5.887 1.348
C 3.992 -2.808 -1.587
H 5.854 -3.845 2.043
H 7.305 -4.169 1.113
H 4.998 -6.142 1.486
H 6.601 -6.238 2.219
H 6.400 -6.420 0.465
H 4.455 -1.839 -1.419
H 2.938 -2.691 -1.831
H 4.500 -3.354 -2.376
O -4.945 -3.995 -1.870
S -5.159 -4.952 -2.915
O -5.422 -4.493 -4.245
O -6.293 -5.956 -2.463
C -7.565 -5.407 -2.040
C -8.403 -4.899 -3.196
C -3.836 -6.109 -2.958
H -7.393 -4.628 -1.295
H -8.072 -6.229 -1.542
H -7.940 -4.040 -3.679
H -9.385 -4.597 -2.834
H -8.525 -5.675 -3.951
H -3.650 -6.470 -1.950
H -2.965 -5.582 -3.343
H -4.106 -6.923 -3.625
O 9.632 -3.815 0.934
S 10.325 -4.822 0.184
O 10.497 -6.133 0.724
O 11.726 -4.243 -0.273
C 12.614 -3.725 0.746
C 13.270 -4.816 1.568
C 9.607 -4.959 -1.416
H 12.070 -3.020 1.376
H 13.368 -3.162 0.200
H 12.540 -5.360 2.165
H 14.003 -4.378 2.245
H 13.768 -5.536 0.920
H 9.491 -3.965 -1.839
H 8.637 -5.435 -1.288
H 10.250 -5.578 -2.035
O -4.205 9.309 2.471
S -3.765 8.371 1.489
O -3.456 7.023 1.875
O -2.525 8.981 0.711
C -1.404 9.450 1.495
C -0.622 8.306 2.098
C -4.890 8.335 0.139
H -1.752 10.142 2.262
H -0.787 10.017 0.801
H -1.225 7.773 2.832
H 0.274 8.669 2.601
H -0.333 7.591 1.327
H -5.103 9.355 -0.168
H -5.794 7.847 0.494
H -4.447 7.764 -0.672
O -5.331 -0.026 -2.395
S -5.538 0.288 -3.780
O -4.757 1.315 -4.396
O -7.080 0.581 -4.006
C -7.712 1.585 -3.183
C -7.331 2.998 -3.578
C -5.437 -1.179 -4.743
H -7.488 1.388 -2.133
H -8.780 1.432 -3.323
H -6.275 3.192 -3.397
H -7.914 3.714 -2.999
H -7.519 3.162 -4.639
H -6.041 -1.954 -4.283
H -4.391 -1.477 -4.758
H -5.778 -0.957 -5.750

highest occupied orbital energy: -11.44 eV
gap between HOMO and LUMO: 7.62 eV
multiplicity: 1
net charge: +1
LUMO: -3.81 eV

***

No. 6
Computed, not measured: a 2-piece molecular cluster, C6H9IS overall, with ωB97M-V with the def2-TZVPD basis set.

Geometry (Å):
C 0.070 1.087 0.175
C -1.179 0.772 0.592
C 1.102 0.003 0.069
C -1.248 -0.640 1.055
C 2.436 0.142 0.771
C -2.839 -1.053 -0.411
S 0.342 -1.453 0.917
I -2.297 -0.613 2.906
H 0.367 2.070 -0.130
H -2.038 1.373 0.585
H 1.219 -0.394 -1.024
H 2.906 -0.813 0.636
H 2.351 0.395 1.825
H 3.089 0.948 0.203
H -3.461 -1.932 -0.244
H -2.269 -0.768 -1.271
H -3.357 -0.284 0.046

highest occupied orbital energy (spin up / spin down): -7.95 / -7.95 eV
gap between HOMO and LUMO (spin up / spin down): 8.34 / 8.34 eV
multiplicity: 1
net charge: 0
LUMO (spin up / spin down): 0.40 / 0.40 eV
energy above the lowest of the compared OMol25 structures with the same formula, charge and spin: 2.2537 eV

***

No. 7
Computed, not measured: a single C8H11NO2S molecule, with ωB97M-V with the def2-TZVPD basis set.

Geometry (Å):
C -1.142 -0.531 3.821
C -0.305 -0.837 2.746
C -1.578 0.757 3.767
C -0.115 0.141 1.872
C 0.660 0.179 0.594
C -0.488 -1.467 -1.093
C 0.567 1.365 -2.278
C 0.712 -0.480 -0.822
N 1.258 0.175 -1.882
O 1.327 1.401 0.610
O 1.488 -0.924 0.302
S -1.038 1.560 2.325
H -1.337 -1.121 4.684
H 0.292 -1.733 2.757
H -2.141 1.445 4.420
H -1.265 -1.535 -0.237
H -0.996 -1.088 -1.908
H -0.189 -2.443 -1.456
H -0.233 1.457 -1.448
H 1.135 2.278 -2.128
H 0.288 1.165 -3.316
H 2.252 0.326 -1.656
H 2.181 1.297 0.929

highest occupied orbital energy (spin up / spin down): -4.87 / -9.04 eV
gap between HOMO and LUMO (spin up / spin down): 5.70 / 6.70 eV
multiplicity: 3
net charge: 0
LUMO (spin up / spin down): 0.83 / -2.34 eV
energy above the lowest of the compared OMol25 structures with the same formula, charge and spin: 3.1764 eV

***

No. 8
Computed, not measured: a single C22H25FN2O5S molecule, with ωB97M-V with the def2-TZVPD basis set.

Geometry (Å):
C 3.215 4.993 5.558
C 2.706 4.448 4.231
H 1.865 5.037 3.859
H 3.514 4.440 3.492
O 2.196 3.121 4.374
C 3.080 2.119 4.330
O 4.260 2.274 4.156
C 2.392 0.779 4.552
C 1.191 0.608 3.615
H 0.530 1.471 3.690
H 0.636 -0.284 3.909
C 1.665 0.442 2.167
N 2.565 -0.681 2.068
C 2.256 -1.891 1.539
O 2.948 -2.877 1.717
C 1.036 -1.954 0.673
C 0.922 -1.183 -0.479
C -0.173 -1.316 -1.312
C -1.171 -2.238 -1.011
C -1.050 -3.024 0.133
C 0.047 -2.887 0.960
H 0.147 -3.511 1.835
H -1.817 -3.750 0.364
N -2.296 -2.347 -1.819
S -2.325 -1.985 -3.463
O -1.079 -2.317 -4.081
O -3.521 -2.616 -3.937
C -2.521 -0.204 -3.489
C -1.571 0.519 -4.186
C -1.660 1.897 -4.262
C -2.725 2.510 -3.625
C -3.687 1.794 -2.935
C -3.599 0.408 -2.860
C -4.624 -0.386 -2.123
H -4.232 -0.687 -1.152
H -4.864 -1.287 -2.683
H -5.526 0.200 -1.967
H -4.503 2.322 -2.465
F -2.834 3.850 -3.678
H -0.934 2.486 -4.798
H -0.768 -0.020 -4.666
H -2.927 -3.099 -1.590
H -0.249 -0.724 -2.209
H 1.703 -0.482 -0.734
C 3.747 -0.548 2.896
C 3.371 -0.383 4.369
H 4.276 -0.200 4.947
H 2.905 -1.303 4.726
H 4.349 -1.446 2.756
H 4.314 0.326 2.562
H 0.806 0.291 1.512
H 2.198 1.346 1.849
H 2.032 0.799 5.588
H 3.535 6.023 5.429
H 2.427 4.957 6.306
H 4.059 4.402 5.902

highest occupied orbital energy: -8.75 eV
gap between HOMO and LUMO: 9.20 eV
multiplicity: 1
SMILES: CCOC(=O)C1CCN(C(=O)c2ccc(NS(=O)(=O)c3ccc(F)cc3C)cc2)CC1
net charge: 0
LUMO: 0.45 eV
energy above the lowest of the compared OMol25 structures with the same formula, charge and spin: 0.1700 eV

***

No. 9
Computed, not measured: C8H25BrFeO5 as an isolated structure, with ωB97M-V with the def2-TZVPD basis set.

Geometry (Å):
Fe -9.266 -19.013 6.659
O -8.357 -17.310 6.458
H -8.934 -16.968 5.759
Br -11.191 -18.290 4.783
C -15.515 -15.033 4.387
C -14.550 -16.187 4.307
O -13.227 -15.724 4.061
H -16.491 -15.323 4.773
H -15.600 -14.458 3.465
H -15.124 -14.317 5.118
H -14.853 -16.912 3.542
H -14.611 -16.770 5.234
H -12.672 -16.515 4.059
C -13.182 -14.891 9.064
C -13.139 -15.212 7.573
O -11.912 -15.880 7.330
H -13.999 -14.182 9.233
H -12.295 -14.334 9.366
H -13.325 -15.749 9.718
H -13.196 -14.279 7.003
H -13.988 -15.831 7.269
H -11.927 -16.257 6.440
C -9.503 -18.441 1.144
C -9.469 -16.953 1.480
O -9.050 -16.792 2.824
H -8.480 -18.815 1.200
H -9.905 -18.692 0.158
H -10.143 -18.980 1.844
H -10.462 -16.507 1.352
H -8.752 -16.458 0.827
H -9.696 -17.230 3.403
C -14.270 -22.417 7.233
C -13.862 -21.457 6.136
O -13.170 -20.345 6.691
H -14.786 -23.263 6.778
H -14.910 -21.965 7.985
H -13.333 -22.771 7.668
H -14.755 -21.064 5.631
H -13.248 -21.950 5.376
H -12.790 -19.818 5.976

highest occupied orbital energy (spin up / spin down): -9.79 / -9.79 eV
gap between HOMO and LUMO (spin up / spin down): 7.19 / 7.02 eV
multiplicity: 5
net charge: 0
LUMO (spin up / spin down): -2.61 / -2.77 eV
energy above the lowest of the compared OMol25 structures with the same formula, charge and spin: 3.7155 eV

***

No. 10
Computed, not measured: C20H18N3O3Tl as an isolated structure, with ωB97M-V with the def2-TZVPD basis set.

Geometry (Å):
Tl -0.929 0.699 -0.472
O 5.334 -3.057 4.084
C 5.903 -3.057 3.091
O 6.401 -3.022 2.062
C 3.514 -1.800 1.827
C 2.545 -1.566 2.692
C 1.441 -0.866 2.058
N 1.514 -0.563 0.796
C 2.515 -0.833 0.012
C 3.673 -1.531 0.544
C 2.488 -0.439 -1.401
C 3.519 -0.721 -2.295
C 3.405 -0.294 -3.611
C 2.267 0.397 -3.996
C 1.285 0.625 -3.039
N 1.385 0.224 -1.784
C 0.254 -0.508 2.843
C 0.095 -0.834 4.188
C -1.066 -0.445 4.843
C -2.032 0.253 4.138
C -1.794 0.528 2.796
N -0.691 0.163 2.165
H 2.529 -1.832 3.735
H 4.526 -1.768 -0.068
H 4.407 -1.257 -2.004
H 4.192 -0.495 -4.319
H 2.144 0.754 -5.005
H 0.379 1.158 -3.303
H 0.841 -1.378 4.743
H -1.210 -0.682 5.884
H -2.945 0.581 4.610
H -2.527 1.069 2.209
C -1.605 -4.160 -0.148
C -1.501 -3.878 -1.645
C -0.556 -2.683 -1.660
O -0.860 -1.927 -0.480
C -1.597 -2.750 0.438
H -0.735 -4.719 0.194
H -2.499 -4.718 0.114
H -2.471 -3.590 -2.047
H -1.121 -4.727 -2.206
H -0.688 -2.032 -2.527
H 0.491 -3.014 -1.605
H -2.611 -2.342 0.516
H -1.117 -2.706 1.422

highest occupied orbital energy: -15.45 eV
gap between HOMO and LUMO: 5.39 eV
multiplicity: 1
net charge: +2
LUMO: -10.05 eV